# 1
This record from OMol25 describes C4H6O2 in the gas phase. The level of theory is ωB97M-V/def2-TZVPD.

The geometry in XYZ format:
```
12
Properties=species:S:1:pos:R:3:forces:R:3
C -0.894 -0.532 0.096 -0.0273 -0.0084 0.0274
H 0.685 -1.428 -1.162 0.0289 0.1791 0.1381
H -1.053 -1.025 1.059 -0.0320 0.0833 -0.1380
O 1.357 -0.949 0.756 0.3053 -0.0885 -0.0405
H 0.840 0.301 -0.860 0.0500 0.0974 -0.0399
C 0.551 -0.697 -0.352 -0.3124 0.0469 -0.1145
C -1.034 0.972 0.214 -0.1563 0.1948 0.0863
O -1.926 1.614 0.739 0.2742 -0.2160 -0.1463
C 0.026 1.661 -0.495 -0.0258 -0.2269 0.1191
H 0.794 2.086 0.171 -0.0906 -0.1296 -0.1057
H -1.614 -0.927 -0.628 0.1129 0.0644 0.1023
H 2.268 -1.074 0.463 -0.1269 0.0036 0.1116
```
Forces are in eV/Å.

Summary:
LUMO energy: -0.63 eV
frontier orbital gap: 0.31246 hartree
total charge: 0
electronic energy: -8335.8056 eV
E_HOMO: -0.336 Eh
energy above the lowest of the compared OMol25 structures with the same formula, charge and spin: 449.2 kJ/mol

# 2
This record from OMol25 describes C4H6O2 in the gas phase. The level of theory is ωB97M-V/def2-TZVPD.

The geometry in XYZ format:
```
12
Properties=species:S:1:pos:R:3:forces:R:3
O 2.141 -0.383 0.229 -0.1958 0.2639 0.6234
C 0.801 -0.540 -0.085 -0.5491 -0.3308 0.2006
C -0.560 -0.452 0.822 0.1124 -0.0349 0.1714
H -1.768 1.282 -0.047 0.0078 -0.1523 -0.0273
H 2.353 0.561 0.123 -0.0864 -0.3015 0.0236
O 0.747 1.643 -1.162 -0.1751 -0.4541 0.0538
H 0.662 -1.540 -0.491 0.1581 0.1629 -0.7069
H -1.047 -1.424 0.964 0.4096 0.1598 0.0623
H -1.784 -0.225 -1.026 -0.0045 0.0557 0.2103
H -0.515 0.062 1.786 0.2208 0.1081 -0.2922
C 0.187 0.637 -0.800 0.2097 0.4181 -0.2161
C -1.216 0.380 -0.313 -0.1075 0.1053 -0.1029
```
Forces are in eV/Å.

Summary:
LUMO energy: 0.82 eV
frontier orbital gap: 0.39439 hartree
total charge: 0
electronic energy: -8338.8806 eV
E_HOMO: -0.364 Eh
energy above the lowest of the compared OMol25 structures with the same formula, charge and spin: 152.5 kJ/mol

Which of these has the lowest energy above the lowest of the compared OMol25 structures with the same formula, charge and spin?
number 2

Which formula does entry 1 have?
C4H6O2